[1]
Below is C27H29N4OW as an isolated structure, with properties calculated with the ωB97M-V functional and the def2-TZVPD basis.

Geometry as XYZ:
```
62
Properties=species:S:1:pos:R:3:forces:R:3
W 0.0440 0.3529 0.5717 -0.568 -0.143 0.338
C -2.7758 -3.3850 -2.8749 0.013 0.008 0.003
C -2.3675 -2.2928 -3.6290 -0.004 0.004 -0.007
C -1.4336 -1.4036 -3.1206 -0.012 0.001 -0.013
C -0.9114 -1.6017 -1.8435 -0.021 -0.027 0.014
C -1.3251 -2.6905 -1.0808 -0.021 -0.014 0.001
C -2.2515 -3.5817 -1.6038 0.000 -0.013 0.003
N 0.0694 -0.6647 -1.3387 0.090 -0.045 -0.112
C 1.1429 -0.4813 -2.1113 0.058 0.140 0.092
C 1.4914 -1.1114 -3.3465 -0.039 -0.058 -0.018
C 2.4808 -0.5494 -4.0797 0.040 0.025 -0.026
C 3.1832 0.6424 -3.6615 -0.024 -0.016 0.028
C 2.9692 1.2101 -2.4475 0.013 -0.030 -0.035
C 2.0100 0.5786 -1.6218 0.050 -0.050 -0.002
N 1.7083 0.8158 -0.3665 -0.021 0.087 -0.159
N 1.4079 1.9960 0.2814 0.120 0.112 -0.080
C 1.9910 1.9070 1.5893 0.076 -0.018 0.054
C 2.9157 2.7391 2.1703 0.003 0.024 -0.041
C 3.2899 2.4289 3.4736 0.007 -0.012 0.035
C 2.7293 1.3306 4.1248 0.003 0.005 -0.013
C 1.7982 0.5567 3.4640 0.013 -0.026 0.005
N 1.4452 0.8525 2.2032 0.045 -0.017 -0.029
H -3.4972 -4.0827 -3.2778 -0.002 -0.001 0.003
H -2.7760 -2.1318 -4.6178 0.005 0.005 0.000
H -1.1281 -0.5455 -3.7066 -0.001 -0.001 0.002
H -0.9230 -2.8640 -0.0922 0.011 0.016 -0.006
H -2.5567 -4.4397 -1.0199 0.001 0.001 0.000
H 0.9720 -1.9966 -3.6832 0.013 0.002 -0.011
H 2.7681 -0.9963 -5.0226 -0.020 -0.019 0.004
H 3.9282 1.0532 -4.3304 0.007 0.024 0.020
H 3.5290 2.0629 -2.0902 0.003 0.002 -0.007
H 3.3187 3.5875 1.6347 -0.002 0.002 0.004
H 4.0172 3.0434 3.9890 0.001 0.008 -0.012
H 3.0120 1.0832 5.1384 -0.001 -0.006 -0.001
H 1.3272 -0.2940 3.9422 -0.010 0.007 0.000
C -0.6113 3.5159 1.9889 0.008 -0.009 -0.020
C -1.1630 2.2176 1.4895 -0.057 0.064 -0.030
C -1.6109 2.1101 0.1409 0.010 -0.020 0.011
C -2.2979 0.9805 -0.2974 0.080 -0.029 0.030
C -2.9994 0.9656 -1.6104 0.027 -0.005 -0.008
C -2.3124 -0.1503 0.5719 0.060 0.121 -0.030
C -1.9813 -0.0542 1.9455 -0.013 -0.021 0.070
C -2.2658 -1.1843 2.8838 0.010 -0.009 -0.015
C -1.4009 1.1445 2.3814 -0.054 0.041 -0.026
H -1.4586 4.1608 2.2385 -0.003 -0.003 0.003
H -0.0253 4.0242 1.2254 0.004 0.003 0.009
H -0.0202 3.3883 2.8944 0.001 0.007 0.003
H -1.4864 2.9616 -0.5176 0.036 -0.021 -0.018
H -3.9101 1.5613 -1.4877 0.002 0.003 0.006
H -3.2913 -0.0356 -1.9123 0.003 0.003 -0.006
H -2.4099 1.4413 -2.3936 -0.008 -0.002 -0.006
H -2.7545 -1.0663 0.2025 0.058 -0.041 0.019
H -3.3099 -1.1156 3.2011 0.001 -0.010 0.001
H -1.6550 -1.1377 3.7849 0.006 0.006 -0.003
H -2.1459 -2.1524 2.3965 -0.007 -0.001 0.002
H -1.1156 1.2643 3.4196 0.004 -0.053 0.008
C 1.6835 -2.4958 0.6969 -0.018 0.090 -0.041
O 0.6236 -1.6129 1.2306 0.020 -0.094 0.035
H 1.7005 -3.3975 1.3023 -0.007 -0.002 0.000
H 2.6326 -1.9685 0.7491 0.010 -0.017 -0.015
H 1.4119 -2.7382 -0.3244 0.018 -0.003 0.002
H 0.5708 -1.7551 2.1842 -0.020 0.021 -0.019
```
Forces are in eV/Å.

Output
E_LUMO (spin up / spin down) = -11.2 / -11.2 eV
Charge = +3
Highest occupied orbital energy (spin up / spin down) = -0.638 / -0.638 Ha

***

[2]
Below is C27H29NO4OsP2 as an isolated structure at a distorted geometry, with properties calculated with the ωB97M-V functional and the def2-TZVPD basis.

Geometry as XYZ:
```
64
Properties=species:S:1:pos:R:3:forces:R:3
C -2.3006 2.6826 -3.5257 0.040 -0.269 0.847
C -2.0383 1.4324 -2.9605 1.625 -1.201 -1.048
C -0.6437 0.9577 -3.0681 1.058 1.258 -1.294
C 0.4266 1.9921 -3.0499 -1.546 0.524 -0.444
C 0.0731 3.3019 -3.3823 -1.150 0.713 -0.081
C -1.2491 3.5909 -3.7638 0.570 0.305 -0.363
C 1.7875 1.7250 -2.8196 -2.457 -0.762 2.953
C 2.0029 0.3580 -2.6552 0.155 -1.922 -0.061
C 0.9275 -0.6724 -2.7064 0.878 0.849 -1.427
C 1.2934 -2.0377 -2.2958 -0.793 1.079 -1.631
C 2.6031 -2.4234 -2.5521 -0.033 0.140 0.657
C 3.5962 -1.4492 -2.7799 0.320 0.060 -0.236
C 3.3148 -0.0857 -2.6723 0.975 -0.325 0.405
H -3.3690 2.9275 -3.7113 0.958 0.141 0.180
H 0.8939 4.0303 -3.3858 -0.651 -0.040 -0.281
H -1.4690 4.5227 -4.2871 0.041 -0.122 0.440
H 2.3013 2.4297 -2.0792 0.230 -0.491 -2.200
H 2.8336 -3.5065 -2.5128 0.099 0.859 0.064
H 4.5984 -1.7590 -3.0586 -0.067 -0.030 0.308
H 4.0725 0.7192 -2.6681 -0.117 -0.927 -0.185
N -0.2335 -0.3195 -3.3520 -0.614 -0.284 4.362
Os -0.5610 -0.0520 0.7298 1.984 0.992 -1.516
C -3.0584 0.5768 -2.2623 0.993 -0.067 0.768
H -3.1418 -0.4681 -2.6180 0.232 0.501 0.019
H -4.0387 1.0773 -2.3299 0.277 -0.365 0.402
C 0.2446 -2.9269 -1.6914 0.380 0.547 0.335
H -0.6752 -3.0418 -2.2897 0.355 0.266 0.103
H 0.6884 -3.9162 -1.5051 -0.331 0.198 0.058
P -2.5289 0.4611 -0.3349 -1.449 0.419 -0.695
P -0.2630 -2.1862 -0.0006 -0.105 -1.783 -0.869
C 0.9117 -2.8814 1.1870 0.153 -0.110 -0.050
H 0.5396 -2.5965 2.1747 0.033 -0.191 0.033
H 0.9536 -3.9708 1.1026 0.095 0.086 0.073
H 1.8984 -2.4285 1.0680 -0.006 -0.123 -0.082
C -1.7648 -3.1346 0.3037 0.012 -0.291 0.164
H -1.5236 -4.1868 0.4614 -0.146 -0.043 -0.062
H -2.2236 -2.7178 1.1998 -0.092 -0.222 0.000
H -2.4518 -3.0265 -0.5335 -0.017 -0.092 0.003
C -2.9780 2.1206 0.2749 0.255 0.141 -0.113
H -3.8978 2.5446 -0.1319 -0.034 -0.248 -0.025
H -3.0693 2.0056 1.3558 -0.098 0.117 0.027
H -2.1616 2.8201 0.0922 -0.032 -0.005 -0.032
C -3.8775 -0.5291 0.2901 -0.442 -0.182 0.086
H -3.6695 -0.6319 1.3482 -0.226 -0.070 0.280
H -4.8575 -0.0868 0.1471 -0.135 0.130 -0.081
H -3.8714 -1.5191 -0.1418 -0.071 -0.203 -0.132
C -1.1969 -0.0319 2.4774 -0.863 -0.499 3.617
O -1.3869 -0.1054 3.6334 0.087 0.320 -2.227
H -0.3404 1.2641 -0.0209 -0.168 1.836 -1.418
O 0.7517 2.3759 2.9555 1.287 -1.370 1.231
C 1.3514 1.4957 3.7643 -0.607 1.361 -1.384
C 1.0986 1.5636 5.1482 0.121 -0.801 1.568
C 1.6739 0.6257 6.0058 -0.708 1.134 -0.616
C 2.5224 -0.3584 5.4806 0.172 -0.140 0.446
C 2.8057 -0.4277 4.1129 -0.643 1.058 -1.142
C 2.2305 0.4978 3.2488 0.876 -1.711 0.334
C 2.3890 0.2421 1.7724 0.994 -0.901 -0.884
O 3.2198 -0.5675 1.3409 -1.611 1.531 0.749
O 1.5170 0.9292 1.0635 0.142 -0.745 -0.050
H 1.0703 2.0911 2.0220 -0.341 -0.131 0.026
H 0.4093 2.3128 5.5072 0.032 0.121 0.053
H 1.4530 0.6632 7.0706 0.090 -0.032 -0.261
H 2.9677 -1.0893 6.1389 -0.003 -0.047 0.130
H 3.4193 -1.2031 3.6688 0.037 0.063 0.173
```
Forces are in eV/Å.

Output
E_LUMO (spin up / spin down) = -7.4 / -9.0 eV
Charge = +2
Highest occupied orbital energy (spin up / spin down) = -0.494 / -0.516 Ha
<S²> = 6.10
Spin multiplicity = 5